DFT (wB97M-V/def2-TZVPD) results for 10 unconnected molecules or ions with the total composition C54H99ClN18.

Net charge   +8
Orbital gap   7.86 eV
ΔE to the lowest compared entry with this formula, charge and spin   0.00 kJ/mol
Total energy   -96872.6254 eV
HOMO energy   -18.126 eV

XYZ file:
```
172
C54H99ClN18 (wB97M-V/def2-TZVPD)
C 2.636 9.437 5.095
C 3.825 9.136 4.119
N 3.351 8.956 2.742
C 2.904 7.723 2.238
C 2.756 7.921 0.923
N 3.096 9.224 0.631
C 3.438 9.842 1.733
C 3.033 9.866 -0.703
H 2.167 10.434 4.838
H 3.002 9.516 6.130
H 1.858 8.720 4.906
H 4.304 8.198 4.289
H 4.573 9.912 4.264
H 2.683 6.847 2.780
H 2.462 7.230 0.081
H 3.639 10.887 1.755
H 3.615 10.741 -0.581
H 1.957 10.046 -0.929
H 3.442 9.247 -1.517
C 0.322 2.973 -4.124
C -1.136 3.596 -4.008
N -2.026 2.901 -3.099
C -3.191 2.199 -3.392
C -3.700 1.735 -2.218
N -2.849 2.024 -1.167
C -1.803 2.731 -1.759
C -2.894 1.640 0.250
H 0.606 2.651 -3.131
H 0.919 3.886 -4.380
H 0.398 2.117 -4.752
H -1.699 3.566 -4.926
H -1.316 4.649 -3.718
H -3.579 2.097 -4.377
H -4.532 1.063 -2.054
H -0.967 3.170 -1.213
H -3.920 1.460 0.564
H -2.428 2.415 0.835
H -2.458 0.653 0.306
C 4.197 3.236 -12.520
C 5.213 2.957 -13.583
N 4.951 1.669 -14.287
C 5.876 0.645 -14.187
C 5.398 -0.396 -14.863
N 4.209 0.050 -15.496
C 3.996 1.294 -15.141
C 3.447 -0.761 -16.456
H 4.171 4.185 -12.016
H 4.094 2.561 -11.711
H 3.213 3.177 -12.923
H 6.209 3.018 -13.174
H 5.095 3.687 -14.399
H 6.737 0.842 -13.581
H 5.613 -1.404 -14.972
H 3.078 1.819 -15.351
H 3.525 -1.835 -16.171
H 3.898 -0.552 -17.450
H 2.420 -0.406 -16.441
C -5.277 -9.014 5.279
C -4.051 -8.589 6.067
N -3.480 -7.370 5.502
C -4.105 -6.101 5.403
C -3.333 -5.309 4.645
N -2.255 -6.059 4.202
C -2.373 -7.261 4.788
C -1.120 -5.649 3.332
H -4.994 -9.381 4.293
H -5.999 -8.241 5.170
H -5.830 -9.877 5.721
H -3.367 -9.416 6.050
H -4.382 -8.360 7.103
H -5.044 -5.863 5.856
H -3.483 -4.340 4.231
H -1.668 -8.065 4.538
H -0.571 -6.486 2.924
H -0.485 -5.040 4.001
H -1.564 -5.085 2.548
C -0.353 5.273 11.210
C -1.084 4.419 12.259
N 0.014 3.716 13.145
C 0.928 2.816 12.759
C 1.569 2.325 13.880
N 1.023 3.041 14.944
C 0.121 3.872 14.489
C 1.458 2.878 16.380
H -1.035 5.804 10.594
H 0.246 4.584 10.589
H 0.361 5.998 11.689
H -1.800 3.691 11.813
H -1.607 5.051 12.961
H 1.254 2.568 11.761
H 2.343 1.615 13.879
H -0.510 4.407 15.182
H 1.982 1.973 16.371
H 0.567 2.772 16.998
H 2.096 3.675 16.698
C 3.839 -6.420 -4.961
C 4.020 -7.656 -5.819
N 5.377 -8.285 -5.691
C 5.799 -9.552 -6.111
C 7.117 -9.654 -5.923
N 7.573 -8.440 -5.408
C 6.460 -7.687 -5.288
C 9.017 -7.957 -5.143
H 3.961 -6.599 -3.884
H 2.861 -6.030 -5.073
H 4.561 -5.701 -5.286
H 3.913 -7.589 -6.899
H 3.361 -8.461 -5.576
H 5.097 -10.278 -6.485
H 7.764 -10.490 -6.018
H 6.432 -6.670 -5.012
H 9.530 -8.660 -4.516
H 8.884 -7.040 -4.541
H 9.535 -7.833 -6.100
C -11.538 -0.128 -6.539
C -11.930 -1.186 -7.571
N -12.845 -2.218 -7.022
C -12.645 -3.018 -5.953
C -13.849 -3.732 -5.727
N -14.713 -3.356 -6.716
C -14.148 -2.416 -7.501
C -16.116 -3.827 -6.699
H -10.530 0.132 -6.833
H -11.504 -0.308 -5.495
H -12.169 0.784 -6.717
H -11.069 -1.768 -7.990
H -12.373 -0.733 -8.472
H -11.673 -3.138 -5.498
H -14.156 -4.484 -5.038
H -14.570 -1.909 -8.353
H -16.518 -3.906 -7.686
H -16.604 -3.052 -6.098
H -16.107 -4.794 -6.223
C 11.059 2.708 1.229
C 12.244 2.309 2.115
N 11.773 1.748 3.401
C 10.803 2.303 4.200
C 10.654 1.505 5.278
N 11.548 0.483 5.104
C 12.200 0.617 3.962
C 11.840 -0.487 6.129
H 10.388 1.919 1.090
H 11.364 3.090 0.269
H 10.497 3.498 1.737
H 12.929 3.154 2.348
H 12.852 1.561 1.656
H 10.242 3.136 3.832
H 9.966 1.581 6.134
H 13.029 0.008 3.705
H 12.610 -0.063 6.779
H 12.304 -1.364 5.655
H 10.917 -0.689 6.715
C -8.140 -1.226 2.294
C -7.640 -2.049 3.504
N -7.082 -1.184 4.579
C -7.516 -1.084 5.855
C -6.677 -0.307 6.602
N -5.659 0.059 5.701
C -5.947 -0.435 4.498
C -4.534 1.014 5.978
H -7.363 -0.737 1.771
H -8.994 -0.626 2.605
H -8.508 -1.897 1.526
H -6.858 -2.776 3.185
H -8.485 -2.564 3.979
H -8.435 -1.571 6.210
H -6.698 0.048 7.618
H -5.283 -0.292 3.651
H -3.852 0.963 5.163
H -4.053 0.730 6.929
H -5.029 1.977 6.029
Cl -4.541 -1.173 1.895
```



DFT (wB97M-V/def2-TZVPD) results for C6H4O in the gas phase.

Orbital gap   8.52 eV
ΔE to the lowest compared entry with this formula, charge and spin   324.40 kJ/mol
Total energy   -8329.0780 eV
HOMO energy   -9.650 eV

XYZ file:
```
11
C6H4O (wB97M-V/def2-TZVPD)
C 3.279 0.608 1.065
C 2.034 0.415 0.925
C 0.766 0.134 0.585
C -0.354 1.032 0.274
C -1.268 0.311 -0.382
C -0.697 -1.064 -0.585
O 0.387 -1.127 0.343
H -0.173 -1.130 -1.557
H -0.357 2.087 0.514
H -2.240 0.637 -0.738
H -1.378 -1.905 -0.444
```



DFT (wB97M-V/def2-TZVPD) results for C5H7NS2 in the gas phase.

Orbital gap   8.39 eV
ΔE to the lowest compared entry with this formula, charge and spin   221.23 kJ/mol
Total energy   -28456.5740 eV
SMILES   C=NS[C@@H]1CCC1=S
HOMO energy   -8.529 eV

XYZ file:
```
15
C5H7NS2 (wB97M-V/def2-TZVPD)
C 1.127 -0.044 2.794
N 0.622 -0.343 1.660
S -1.030 -0.114 1.307
C -0.872 -0.524 -0.402
C -0.092 -1.788 -0.750
C 0.496 -0.980 -2.014
C 0.038 0.305 -1.306
S 0.347 1.873 -1.375
H 2.235 -0.227 2.898
H 0.518 0.276 3.645
H -1.935 -0.693 -0.843
H 0.727 -2.021 -0.126
H -0.641 -2.747 -0.908
H 1.588 -1.058 -2.198
H -0.087 -1.082 -2.938
```